Record 1
C30H64IN8O5P2 | ωB97M-V with the def2-TZVPD basis set

Last column: Löwdin charge in e.
CARTESIAN COORDINATES (ANGSTROEM)
C1 -0.55443 5.10967 -0.06030  -0.15
C2 -1.41952 3.86141 0.47378  -0.22
C3 -1.03069 2.44859 -0.20239  -0.23
N1 -0.12789 1.70492 0.72125  -0.06
C4 0.29880 0.39618 0.19690  -0.30
C5 -0.83424 -0.68644 0.63711  -0.48
O1 -1.06453 -0.93317 1.88371  -0.11
O2 -1.60495 -1.32685 -0.33020  -0.20
N2 1.63846 -0.10139 0.54649  -0.14
C6 2.49017 0.74132 1.40670  -0.21
C7 3.50576 1.76332 0.67970  -0.70
C8 3.94685 2.84198 1.82523  -0.20
I1 2.70216 2.91563 -0.96621  0.87
C9 2.35411 -0.78674 -0.54759  -0.13
C10 3.49255 -1.82978 -0.03006  -0.32
C11 3.04238 -2.63367 1.29725  -0.04
O3 4.81533 -1.23647 0.05562  -0.18
C12 5.71615 -1.76136 -0.93470  -0.19
C13 5.36570 -1.32332 -2.43954  -0.13
C14 5.01145 0.12098 -2.88414  -0.04
C15 4.63383 0.51513 -4.32648  -0.07
C16 4.59816 -0.56415 -5.43301  -0.09
C17 4.99098 -2.00913 -5.04560  -0.09
C18 5.36891 -2.40148 -3.58449  -0.03
H1 0.25526 4.76547 -0.78798  0.00
H2 -0.00154 5.60101 0.82291  0.07
H3 -1.19237 5.88645 -0.62662  0.07
H4 -1.28612 3.82506 1.62128  0.10
H5 -2.52584 4.11389 0.26727  0.10
H6 -0.53311 2.57769 -1.23551  0.10
H7 -2.01758 1.85139 -0.27419  0.12
H8 -0.48926 1.66417 1.68363  0.11
H9 0.22298 0.45497 -0.95793  0.12
H10 3.18267 0.00634 1.98224  0.13
H11 1.95583 1.32866 2.22580  0.12
H12 4.49694 1.27885 0.34547  0.07
H13 3.05690 3.58094 1.88525  0.06
H14 4.01960 2.36555 2.86219  0.08
H15 4.85785 3.45676 1.52631  0.07
H16 1.57356 -1.46178 -1.07391  0.15
H17 2.77947 -0.10928 -1.36404  0.07
H18 3.55343 -2.63028 -0.86567  0.13
H19 1.91195 -2.55666 1.41895  0.09
H20 3.63596 -2.26054 2.20147  0.08
H21 3.29948 -3.74425 1.12900  0.08
H22 6.80419 -1.48821 -0.65768  0.14
H23 5.69760 -2.91998 -0.93495  0.13
H24 5.00179 0.92966 -2.06315  0.07
H25 4.35439 1.59568 -4.55682  0.09
H26 4.28543 -0.26153 -6.49352  0.08
H27 4.99568 -2.79007 -5.87368  0.08
H28 5.64613 -3.48567 -3.38113  0.09
O4 -0.55855 -2.31807 6.84048  -0.27
P1 -2.05071 -2.70858 6.90032  0.79
N3 -2.32127 -2.13574 5.32667  -0.33
C19 -3.14668 -1.08951 4.77205  -0.13
C20 -1.76697 -2.95708 4.25219  -0.12
N4 -2.37190 -1.64197 8.21366  -0.32
C21 -3.08318 -0.37262 8.17406  -0.13
C22 -1.28487 -1.51719 9.19345  -0.17
N5 -3.75149 -3.24910 7.00619  -0.33
C23 -3.87401 -4.68627 6.74747  -0.17
C24 -4.99541 -2.59898 6.66521  -0.15
H29 -4.02005 -1.50141 4.25372  0.08
H30 -2.58074 -0.48660 4.05103  0.08
H31 -3.51476 -0.37826 5.51041  0.05
H32 -2.45262 -3.76934 3.98522  0.07
H33 -0.81231 -3.41333 4.54512  0.07
H34 -1.55100 -2.37462 3.34861  0.05
H35 -2.81629 0.22543 7.30484  0.07
H36 -2.84855 0.26087 9.03492  0.08
H37 -4.16167 -0.51709 8.24648  0.06
H38 -0.53437 -0.78745 8.87123  0.08
H39 -0.78530 -2.47201 9.35260  0.06
H40 -1.66673 -1.20583 10.17123  0.07
H41 -3.90517 -4.89199 5.67225  0.07
H42 -4.77613 -5.10037 7.21216  0.07
H43 -3.02080 -5.22627 7.17247  0.07
H44 -5.34088 -2.87384 5.66245  0.08
H45 -4.97420 -1.51551 6.70558  0.05
H46 -5.77285 -2.91031 7.37480  0.09
O5 -2.07686 2.99402 -4.15031  -0.27
P2 -2.09616 1.95495 -5.29165  0.79
N6 -1.34392 0.78765 -4.31702  -0.33
C25 -0.08762 0.08580 -4.38944  -0.13
C26 -2.17670 0.20116 -3.26906  -0.12
N7 -1.09818 2.91956 -6.31044  -0.32
C27 0.30476 2.70946 -6.63661  -0.13
C28 -1.32455 4.36762 -6.21203  -0.17
N8 -2.21402 0.77602 -6.62965  -0.33
C29 -3.55148 0.18108 -6.70336  -0.16
C30 -1.25454 -0.14421 -7.19422  -0.14
H47 -0.22787 -0.95771 -4.69400  0.08
H48 0.41597 0.08758 -3.41400  0.08
H49 0.62933 0.52893 -5.07913  0.05
H50 -2.76883 -0.63367 -3.65907  0.07
H51 -2.87685 0.93515 -2.84985  0.07
H52 -1.58571 -0.15984 -2.41643  0.05
H53 0.89101 2.40590 -5.77105  0.07
H54 0.78743 3.62269 -6.99774  0.08
H55 0.42142 2.01083 -7.46588  0.06
H56 -0.77483 4.80473 -5.37157  0.08
H57 -2.38209 4.59397 -6.08198  0.06
H58 -1.01311 4.88034 -7.12788  0.07
H59 -3.65207 -0.65120 -5.99872  0.07
H60 -3.77156 -0.18317 -7.71326  0.07
H61 -4.31651 0.92664 -6.46046  0.07
H62 -1.35161 -1.14988 -6.77018  0.08
H63 -0.21601 0.14711 -7.08086  0.05
H64 -1.42612 -0.22801 -8.27506  0.09

Properties
Gap between HOMO and LUMO = 0.1906 Ha
Maximum force = 0.1604 Eh/bohr
Highest occupied orbital energy = -0.164 hartree
E = -2975.63641 Ha
Total charge = -1
Lowest unoccupied orbital energy = 0.71 eV

=====

Record 2
C27H35NPbSe | ωB97M-V with the def2-TZVPD basis set

Last column: Löwdin charge in e.
CARTESIAN COORDINATES (ANGSTROEM)
Pb1 0.01695 0.46361 -0.33003  1.35
C1 4.28559 2.75377 -3.76265  -0.04
C2 3.43419 2.83728 -2.57958  -0.26
C3 2.06688 2.63446 -2.83273  -0.02
C4 1.12118 3.03499 -1.89120  -0.37
C5 -0.29119 3.21415 -2.36198  -0.07
C6 1.56047 3.39427 -0.61470  -0.09
C7 2.92094 3.48853 -0.31404  -0.27
C8 3.24623 4.12793 0.98410  -0.04
C9 3.85617 3.22031 -1.30677  0.04
H1 4.05600 3.61410 -4.41826  0.11
H2 4.06751 1.86427 -4.40540  0.11
H3 5.33376 2.87995 -3.48265  0.09
H4 1.82073 2.36952 -3.85876  0.13
H5 -0.43940 4.26104 -2.64636  0.11
H6 -1.11331 2.98548 -1.65542  0.06
H7 -0.46762 2.63699 -3.29377  0.10
H8 0.82286 3.68868 0.17524  0.13
H9 4.30562 3.98924 1.09662  0.08
H10 2.66259 3.72096 1.84212  0.09
H11 3.05422 5.24175 0.89884  0.12
H12 4.86006 3.37645 -1.18739  0.10
C10 -0.41613 -3.05106 -0.31083  -0.09
N1 0.43853 -2.15764 -1.06247  -0.38
C11 1.87074 -2.51451 -1.07113  -0.06
C12 0.01672 -2.13651 -2.48199  -0.18
C13 -1.36061 -1.56726 -2.62655  -0.27
C14 -2.37718 -2.28319 -3.27448  -0.01
C15 -3.61307 -1.66638 -3.47807  -0.03
C16 -3.78900 -0.36341 -3.01882  -0.07
C17 -2.89151 0.25274 -2.18917  -0.14
C18 -1.69383 -0.38167 -1.93780  -0.22
H13 -0.47964 -4.08440 -0.81013  0.13
H14 -1.46440 -2.73485 -0.20647  0.09
H15 -0.02675 -3.23500 0.69276  0.09
H16 1.95788 -3.53862 -1.55210  0.13
H17 2.17677 -2.53435 -0.03389  0.09
H18 2.34238 -1.77308 -1.67620  0.08
H19 0.07689 -3.20511 -2.85022  0.15
H20 0.66734 -1.46434 -3.02727  0.13
H21 -2.15760 -3.28624 -3.66145  0.13
H22 -4.40757 -2.15209 -4.00386  0.12
H23 -4.69523 0.19845 -3.24940  0.12
H24 -3.13565 1.22351 -1.74827  0.11
C19 -1.17129 -3.52080 5.70808  -0.01
C20 -1.25937 -2.31556 4.83479  -0.20
C21 -2.40831 -2.15434 4.00342  0.04
C22 -2.53539 -1.11343 3.07706  -0.28
C23 -3.75870 -0.93475 2.20030  -0.06
C24 -1.48335 -0.13853 3.04480  -0.51
Se1 -1.70624 1.42864 1.99513  0.96
C25 -0.27353 -0.40689 3.76754  -0.29
C26 0.95518 0.33427 3.37283  -0.06
C27 -0.23028 -1.38241 4.72736  0.01
H25 -1.34873 -3.31627 6.73823  0.10
H26 -0.19513 -3.96080 5.54947  0.10
H27 -1.80673 -4.28241 5.27731  0.09
H28 -3.20091 -2.86529 4.03839  0.12
H29 -4.49107 -1.76298 2.28068  0.11
H30 -3.43647 -0.80193 1.14900  0.07
H31 -4.29995 -0.04898 2.55832  0.09
H32 1.71293 -0.35844 3.00118  0.10
H33 1.46397 0.80559 4.25838  0.13
H34 0.64499 1.06450 2.57504  -0.02
H35 0.60885 -1.61191 5.36526  0.14

Properties
Gap between HOMO and LUMO (alpha / beta) = 0.1657 / 0.1249 Ha
Maximum force = 0.0502 Eh/bohr
Highest occupied orbital energy (alpha / beta) = -0.515 / -0.499 hartree
E = -3698.16488 Ha
Total charge = +2
Lowest unoccupied orbital energy (alpha / beta) = -9.50 / -10.19 eV

=====

Record 3
C27H72O27S9 | ωB97M-V with the def2-TZVPD basis set

Last column: Löwdin charge in e.
CARTESIAN COORDINATES (ANGSTROEM)
O1 7.21939 -2.76204 -0.40363  -0.33
S1 6.19994 -3.66273 -1.02266  0.77
O2 6.73097 -4.76930 -1.86178  -0.31
O3 5.27534 -4.30075 0.26182  -0.27
C1 4.64605 -5.49992 0.05795  -0.36
C2 3.20376 -5.26277 0.30024  -0.06
C3 4.84720 -2.64256 -1.90986  -0.08
H1 5.11347 -6.28881 0.64725  0.13
H2 4.82866 -5.93459 -0.92480  0.12
H3 2.70950 -6.23371 0.26718  0.09
H4 2.94918 -4.55514 -0.48877  0.07
H5 2.90791 -4.80144 1.24245  0.07
H6 4.31602 -2.08809 -1.13623  0.04
H7 4.12099 -3.26836 -2.42862  0.06
H8 5.18903 -1.81492 -2.53136  0.07
O4 -0.39275 3.09041 0.87449  -0.31
S2 0.33713 4.04812 1.70272  0.64
O5 0.88936 5.22656 1.08521  -0.27
O6 -0.63893 4.47716 2.93728  -0.31
C4 -0.25712 5.36512 4.01520  -0.22
C5 -1.61621 5.77275 4.66730  -0.05
C6 1.69094 3.15579 2.61727  -0.08
H9 0.19656 6.27277 3.61714  0.12
H10 0.47366 4.81612 4.60905  0.09
H11 -2.33489 6.16495 3.94773  0.08
H12 -1.54092 6.53951 5.43835  0.08
H13 -1.94818 4.90798 5.24181  0.06
H14 2.21755 3.90327 3.21062  0.07
H15 2.45020 2.87316 1.88806  0.07
H16 1.25633 2.32582 3.17437  0.04
O7 -5.65405 6.05926 3.50561  -0.22
S3 -5.81310 4.65482 3.18444  0.76
O8 -6.60239 4.21948 2.04560  -0.22
O9 -4.22790 3.93603 3.04037  -0.03
C7 -4.10468 2.63880 2.45103  -0.18
C8 -3.17790 1.82778 3.33892  -0.01
C9 -6.39227 3.73793 4.69468  -0.03
H17 -3.70246 2.82832 1.45585  0.18
H18 -4.95579 1.95961 2.40187  0.14
H19 -3.48780 1.88728 4.38224  0.10
H20 -2.19523 2.25116 3.13102  0.07
H21 -3.25568 0.76751 3.09832  0.12
H22 -7.28319 3.19551 4.37820  0.09
H23 -6.49860 4.48543 5.48083  0.09
H24 -5.55864 3.07559 4.92804  0.06
O10 0.49374 -2.55527 -7.80932  -0.30
S4 -0.20368 -2.49623 -6.51647  0.72
O11 -0.15581 -1.34604 -5.58944  -0.32
O12 -1.75385 -2.81951 -6.89748  -0.24
C10 -2.65061 -2.92511 -5.84411  -0.34
C11 -3.97476 -3.32116 -6.36782  -0.06
C12 0.34199 -4.01922 -5.48240  -0.07
H25 -2.65950 -1.99243 -5.28007  0.11
H26 -2.34009 -3.65803 -5.09946  0.12
H27 -3.85715 -4.29484 -6.84345  0.09
H28 -4.37457 -2.58192 -7.06192  0.09
H29 -4.72082 -3.61541 -5.62965  0.07
H30 1.41285 -4.16917 -5.61982  0.06
H31 -0.15879 -4.94865 -5.75347  0.06
H32 0.11569 -3.83398 -4.43237  0.03
O13 2.78696 2.33345 -3.73060  -0.29
S5 1.54182 2.17928 -4.45235  0.68
O14 0.70919 3.34394 -4.71955  -0.30
O15 1.86992 1.25101 -5.79044  -0.23
C13 1.03306 1.47421 -6.85501  -0.33
C14 1.72383 1.32538 -8.24928  -0.04
C15 0.43599 0.98329 -3.59798  -0.11
H33 0.66529 2.49782 -6.92611  0.10
H34 0.16741 0.82107 -6.74471  0.10
H35 1.31668 1.96361 -9.03349  0.07
H36 1.73518 0.27085 -8.52485  0.06
H37 2.76838 1.63555 -8.22114  0.08
H38 -0.47727 0.90673 -4.18806  0.07
H39 0.22383 1.32484 -2.58485  0.05
H40 0.96868 0.03421 -3.53799  0.05
O16 -1.74836 -0.56757 6.45585  -0.29
S6 -0.52224 -0.09841 5.83987  0.68
O17 -0.55099 0.76196 4.63850  -0.33
O18 0.45322 0.53996 7.05026  -0.26
C16 1.46439 1.51525 6.69641  -0.24
C17 0.74022 2.85316 6.70097  -0.09
C18 0.41525 -1.62338 5.52062  -0.09
H41 2.07959 1.33034 5.81582  0.11
H42 2.25566 1.56955 7.44410  0.13
H43 0.25782 2.98060 7.67006  0.09
H44 -0.10345 3.01581 6.03025  0.05
H45 1.38937 3.71667 6.55584  0.08
H46 0.17645 -2.28816 6.35077  0.08
H47 1.44244 -1.30701 5.33926  0.05
H48 -0.05233 -2.07632 4.64637  0.07
O19 3.17853 -0.19617 3.49745  -0.33
S7 3.59181 -1.39812 2.75117  0.65
O20 2.55739 -2.33160 2.37115  -0.29
O21 4.28272 -0.92325 1.32885  -0.28
C19 5.34786 0.01516 1.44278  -0.27
C20 5.82629 0.63934 0.07832  -0.02
C21 5.02748 -2.21718 3.51521  -0.09
H49 6.14653 -0.53075 1.94498  0.10
H50 5.11414 0.80552 2.15609  0.11
H51 6.47887 1.48044 0.31240  0.08
H52 4.95349 1.04858 -0.43045  0.08
H53 6.23640 -0.17172 -0.52343  0.06
H54 5.64390 -2.60780 2.70556  0.07
H55 4.63779 -3.04645 4.10560  0.07
H56 5.61934 -1.57774 4.17014  0.08
O22 -5.39714 -2.41489 -3.39231  -0.32
S8 -6.14505 -1.53410 -2.45550  0.75
O23 -7.23462 -2.13406 -1.63893  -0.31
O24 -5.02403 -0.75147 -1.47957  -0.29
C22 -3.70316 -0.66134 -1.89493  -0.28
C23 -3.47527 0.82929 -1.56336  -0.05
C24 -6.91556 -0.09447 -3.37056  -0.08
H57 -3.62116 -0.78084 -2.97526  0.11
H58 -3.02851 -1.29740 -1.32190  0.11
H59 -4.02743 1.45926 -2.26075  0.08
H60 -2.42508 1.10703 -1.65316  0.07
H61 -3.75191 1.10531 -0.54583  0.06
H62 -6.42591 0.84264 -3.10564  0.05
H63 -7.95412 -0.04573 -3.04330  0.06
H64 -6.97885 -0.17267 -4.45591  0.07
O25 -0.90142 -2.34138 -2.60717  -0.27
S9 0.14040 -2.16665 -1.62725  0.65
O26 1.54461 -2.24272 -2.06360  -0.30
O27 -0.10686 -0.69238 -0.93931  -0.29
C25 0.72575 -0.15120 0.03838  -0.24
C26 -0.06309 -0.08970 1.42129  -0.05
C27 -0.15472 -3.20226 -0.18912  -0.09
H65 1.17596 0.81195 -0.20192  0.13
H66 1.50610 -0.87041 0.28716  0.09
H67 0.67071 0.41581 2.04906  0.05
H68 -0.46463 -0.98529 1.89542  0.07
H69 -0.94272 0.54678 1.32519  0.05
H70 -1.06985 -2.79798 0.24354  0.07
H71 0.65008 -3.08606 0.53675  0.05
H72 -0.05676 -4.26255 -0.42209  0.08

Properties
Gap between HOMO and LUMO (alpha / beta) = 0.3117 / 0.0793 Ha
⟨S²⟩ = 0.7547
Maximum force = 0.0946 Eh/bohr
Highest occupied orbital energy (alpha / beta) = -0.439 / -0.439 hartree
E = -6686.42913 Ha
2S+1 = 2
Total charge = +1
Lowest unoccupied orbital energy (alpha / beta) = -3.46 / -9.79 eV

=====

Record 4
C3H9NO3 | ωB97M-V with the def2-TZVPD basis set

Last column: Löwdin charge in e.
CARTESIAN COORDINATES (ANGSTROEM)
O1 1.42828 0.47976 -2.80728  0.10
C1 1.93664 1.05930 -1.86228  -0.22
C2 1.20916 1.70862 -0.82557  0.00
C3 -1.70293 -1.00585 2.23092  -0.30
O2 -1.22123 -0.63454 1.01299  -0.33
N1 -0.10833 1.49930 -0.72882  0.22
H1 3.00382 0.98485 -1.65765  0.13
H2 1.59109 2.45995 -0.15472  0.14
H3 -0.96493 -1.53489 2.86824  0.07
H4 -2.58775 -1.68689 2.12259  0.08
H5 -2.14928 -0.16519 2.79337  0.06
H6 -0.40611 0.93954 -1.52987  0.13
H7 -0.49171 1.09998 0.14325  0.11
H8 0.56140 -1.68056 -1.24982  -0.02
H9 -0.29146 -1.41938 0.11487  -0.04
O3 0.19332 -2.10399 -0.47023  -0.13

Properties
Gap between HOMO and LUMO = 0.1510 Ha
Maximum force = 0.0889 Eh/bohr
Highest occupied orbital energy = -0.288 hartree
E = -399.99955 Ha
Total charge = 0
Lowest unoccupied orbital energy = -3.73 eV

=====

Record 5
C5H10N2O2 | ωB97M-V with the def2-TZVPD basis set

Last column: Löwdin charge in e.
CARTESIAN COORDINATES (ANGSTROEM)
C1 0.86412 0.34139 0.21135  -0.55
C2 1.49916 0.26510 -1.16765  -0.03
C3 1.30039 1.56632 0.99493  -0.03
C4 -1.27112 -2.06741 -0.53920  0.00
C5 -1.48739 -0.94467 0.42531  -0.42
O1 0.69546 -0.75812 0.88335  -0.07
N1 -0.99516 0.46142 -0.06533  -0.01
N2 -1.53774 1.48782 0.29217  0.17
O2 -2.28838 -0.94250 1.31863  0.10
H1 -2.37166 1.28130 0.87936  0.10
H2 1.26085 -0.66540 -1.67105  0.07
H3 2.58107 0.35483 -1.07556  0.09
H4 1.13602 1.09090 -1.78182  0.08
H5 0.91829 1.51870 2.01132  0.09
H6 0.90928 2.47079 0.52530  0.07
H7 2.38957 1.62335 1.00836  0.09
H8 -0.80942 -1.75462 -1.47048  0.07
H9 -0.57649 -2.75604 -0.05874  0.10
H10 -2.21687 -2.57314 -0.72024  0.09

Properties
Gap between HOMO and LUMO = 0.3342 Ha
Maximum force = 0.0646 Eh/bohr
Highest occupied orbital energy = -0.345 hartree
E = -456.41140 Ha
Total charge = 0
Lowest unoccupied orbital energy = -0.28 eV

=====

Record 6
C3H5N2O4 | ωB97M-V with the def2-TZVPD basis set

Last column: Löwdin charge in e.
CARTESIAN COORDINATES (ANGSTROEM)
H1 1.65681 -1.96284 -1.09019  0.07
N1 0.72403 -1.55168 -1.04775  0.14
C1 0.70318 -0.45099 -0.42294  -0.16
C2 1.75407 0.19926 0.49177  -0.69
O1 2.29485 -0.59591 1.26341  -0.01
O2 1.86846 1.43986 0.40430  -0.04
C3 -0.75432 0.16644 -0.17370  -0.56
N2 -1.54512 0.02164 1.19665  0.09
O3 -0.59594 1.52546 -0.44715  -0.03
O4 -1.60161 -0.40932 -1.12315  -0.02
H2 -1.24936 0.83677 1.73113  0.05
H3 -2.48584 0.23187 0.86591  0.04
H4 0.35644 1.74902 -0.21282  0.06
H5 -1.12564 -1.19957 -1.43546  0.06

Properties
Gap between HOMO and LUMO = 0.3359 Ha
SMILES string = [H]/N=C(\C(=O)[O-])C(N)(O)O
Maximum force = 0.0611 Eh/bohr
Highest occupied orbital energy = -0.186 hartree
E = -527.86207 Ha
Total charge = -1
Lowest unoccupied orbital energy = 4.08 eV